Entry 1:
{
  "formula": "C4H6N3O4",
  "method": "ωB97M-V with the def2-TZVPD basis set",
  "elements": ["O", "O", "O", "O", "N", "N", "N", "C", "C", "C", "C", "H", "H", "H", "H", "H", "H"],
  "coordinates": [[-1.62873, -1.27775, -0.90423], [-0.27209, -1.31555, 1.00840], [0.35611, 2.89928, 0.46094], [-3.41567, 0.05883, -1.14302], [-1.11644, -0.54633, 0.52234], [0.86654, 1.26989, 1.87488], [1.54919, -1.14563, 0.61475], [1.48871, -0.44967, -0.54308], [1.08637, 0.82276, -0.57118], [-2.61042, -0.75236, -1.51069], [0.71205, 1.75537, 0.56872], [1.03077, 0.27891, 1.98847], [1.05724, 1.19260, -1.60959], [1.58300, -1.06939, -1.45472], [-2.66227, -1.34447, -2.44322], [0.51467, 1.76553, 2.67764], [1.46098, -2.14202, 0.46359]],
  "forces_ev_per_angstrom": [[2.205, -0.605, 1.290], [-5.477, 2.146, -0.993], [-0.513, 1.518, -1.223], [-0.438, 0.838, -0.022], [3.252, -2.247, 1.662], [0.471, -0.903, -0.798], [0.877, 0.310, -0.457], [0.508, -2.500, 1.180], [-0.680, 1.935, -0.777], [-0.813, -0.909, -0.514], [0.890, -1.709, 1.466], [0.125, 0.022, -0.096], [-0.366, 0.552, 0.857], [-0.008, 0.839, 0.028], [-0.570, 0.445, -0.715], [-0.170, 0.342, -0.557], [0.706, -0.075, -0.333]],
  "mulliken_charge": [-0.295, -0.182, -0.672, -0.559, 0.067, -0.390, -0.760, 0.122, -0.404, 0.095, 0.316, 0.319, 0.275, 0.262, 0.319, 0.180, 0.306],
  "max_force_ev_per_a": 6.0,
  "e_above_lowest_kj_mol": 20.8,
  "charge": -1,
  "gap_ev": [7.907, 7.906]
}

Entry 2:
{
  "formula": "C5H11N3",
  "method": "ωB97M-V with the def2-TZVPD basis set",
  "elements": ["N", "N", "N", "C", "C", "C", "C", "C", "H", "H", "H", "H", "H", "H", "H", "H", "H", "H", "H"],
  "coordinates": [[-1.56764, 1.43083, 0.28851], [-1.64934, -1.17878, 0.02883], [1.79654, -0.02799, 0.91043], [0.26444, 0.12586, -0.93087], [0.30424, -0.01873, 1.12503], [-0.25384, -0.94772, -0.04173], [-0.15948, 1.11211, 0.14090], [1.74549, 0.16847, -0.62376], [2.57949, -0.59118, -0.98021], [2.04213, 1.15168, -0.97741], [0.29875, -1.93140, -0.17525], [0.46981, 1.97369, 0.21563], [2.10348, -0.96523, 1.05961], [-1.90249, -1.71359, 0.88626], [-1.95162, -1.63676, -0.82450], [-0.12246, -0.00384, 2.16408], [-0.11906, 0.06351, -1.95427], [-1.70674, 2.33977, -0.32876], [-2.17172, 0.64931, 0.01749]],
  "forces_ev_per_angstrom": [[0.029, 3.536, -1.650], [-1.307, -0.698, 0.427], [-2.081, 1.454, -0.967], [-0.318, -0.925, -1.012], [-0.232, 0.154, -0.539], [2.023, -2.721, 1.932], [-0.889, -0.106, 1.261], [2.776, -1.721, 0.054], [-2.200, 1.247, -0.131], [0.699, 0.173, 0.497], [-0.187, 0.745, 0.286], [0.068, 0.922, 0.055], [0.331, -0.661, 0.109], [0.224, 0.409, -1.281], [-0.283, -0.271, 0.392], [0.713, -0.235, -0.962], [0.416, 0.711, -0.045], [-0.184, -2.664, 1.642], [0.403, 0.652, -0.067]],
  "mulliken_charge": [-0.738, -0.495, -0.642, -0.217, -0.273, -0.273, -0.295, -0.683, 0.274, 0.282, 0.235, 0.559, 0.299, 0.212, 0.230, 0.444, 0.478, 0.243, 0.361],
  "smiles": "N[C@@H]1[C@H]2CN[C@@H]1[C@H]2N",
  "max_force_ev_per_a": 3.9,
  "e_above_lowest_kj_mol": 263.4,
  "gap_ev": 9.506
}

Entry 3:
{
  "formula": "C4H6O2",
  "method": "ωB97M-V with the def2-TZVPD basis set",
  "elements": ["O", "O", "C", "C", "C", "C", "H", "H", "H", "H", "H", "H"],
  "coordinates": [[0.00518, 0.17461, 1.54858], [-0.08252, -2.55410, 0.87543], [-0.73396, -0.71343, -0.67292], [0.05629, 0.57675, -0.82017], [-0.33964, -1.65714, 0.17843], [0.73032, 0.85808, 0.54302], [0.80521, 0.46107, -1.61242], [-0.59680, 1.40764, -1.11786], [0.74244, 1.92431, 0.78872], [-1.47199, -1.02935, -1.39580], [-0.88088, 0.05773, 1.13868], [1.76634, 0.49384, 0.54631]],
  "forces_ev_per_angstrom": [[-0.280, 0.493, 0.266], [-0.259, 0.654, -0.611], [0.308, -0.444, -0.332], [0.031, -0.008, 0.023], [-0.162, -1.002, -0.138], [0.121, 0.191, -0.118], [-0.059, 0.156, 0.158], [0.011, -0.262, 0.110], [0.089, -0.006, -0.269], [0.030, -0.004, -0.080], [0.406, 0.237, 0.907], [-0.235, -0.005, 0.085]],
  "mulliken_charge": [-0.547, -0.398, -1.018, -0.416, 0.940, -0.395, 0.279, 0.296, 0.286, 0.309, 0.394, 0.269],
  "smiles": "O=C=CCCO",
  "max_force_ev_per_a": 1.0,
  "e_above_lowest_kj_mol": 194.4,
  "gap_ev": 9.756
}

Entry 4:
{
  "formula": "C40H90F12N3P3",
  "method": "ωB97M-V with the def2-TZVPD basis set",
  "elements": ["P", "P", "P", "F", "F", "F", "F", "F", "F", "F", "F", "F", "F", "F", "F", "N", "N", "N", "C", "C", "C", "C", "C", "C", "C", "C", "C", "C", "C", "C", "C", "C", "C", "C", "C", "C", "C", "C", "C", "C", "C", "C", "C", "C", "C", "C", "C", "C", "C", "C", "C", "C", "C", "C", "C", "C", "C", "C", "H", "H", "H", "H", "H", "H", "H", "H", "H", "H", "H", "H", "H", "H", "H", "H", "H", "H", "H", "H", "H", "H", "H", "H", "H", "H", "H", "H", "H", "H", "H", "H", "H", "H", "H", "H", "H", "H", "H", "H", "H", "H", "H", "H", "H", "H", "H", "H", "H", "H", "H", "H", "H", "H", "H", "H", "H", "H", "H", "H", "H", "H", "H", "H", "H", "H", "H", "H", "H", "H", "H", "H", "H", "H", "H", "H", "H", "H", "H", "H", "H", "H", "H", "H", "H", "H", "H", "H", "H", "H"],
  "coordinates": [[6.59490, -4.49243, 2.87552], [1.58306, 0.73041, 0.05780], [3.31177, -2.59860, -7.49294], [7.68886, -3.41569, 3.52096], [0.68451, 0.58097, -1.34408], [5.88605, -4.46186, 4.31113], [0.25473, 1.03048, 0.91131], [7.59166, -5.63616, 3.18588], [1.50356, -0.81545, 0.55415], [5.58341, -3.26941, 2.49036], [1.83003, 2.28975, -0.42418], [2.97536, 0.29414, -0.56156], [2.57998, 1.06757, 1.31060], [7.43923, -4.12777, 1.50858], [5.53728, -5.38877, 2.13587], [-8.70814, 1.80616, 3.42793], [-0.02115, 7.82034, 2.59411], [0.51097, -2.56562, 7.48046], [3.60137, -4.94800, -5.87720], [-0.64879, 7.14411, 1.29690], [-6.03149, 2.06981, 0.49604], [-0.83701, 6.25788, 4.33601], [4.08722, -7.18907, -4.66913], [0.58276, -3.44408, -7.06212], [-1.15455, 8.28332, 0.37005], [4.70961, -3.29058, -8.59145], [3.37754, -0.85218, -7.49188], [-1.72988, -2.68487, -6.24301], [-7.29212, 1.92204, 2.73908], [-9.45817, 0.46856, 3.24370], [1.43989, -3.10029, 8.56243], [4.05468, -5.65553, -4.58722], [2.04494, -3.51275, 10.92705], [-0.90034, -3.18082, 7.78272], [-7.33115, 2.21353, 1.20452], [-8.70131, 1.78512, 4.95411], [-1.65871, -3.11518, 6.49582], [0.78674, -3.06900, 6.01863], [-9.85172, 0.91569, 5.45777], [1.64716, -3.10355, -8.22575], [3.61381, 2.11900, -7.34680], [2.30786, 1.43256, -7.00228], [-1.61026, 7.58403, 4.42923], [-1.15360, 8.01302, -1.19947], [3.59301, -3.37741, -5.89618], [0.99652, -2.81072, 9.99857], [7.26591, -3.36229, -8.99864], [6.13937, -3.03120, -8.10092], [7.30771, -4.75748, -9.52268], [1.22242, 8.72222, 2.27383], [0.35757, -1.04345, 7.46616], [0.39295, 6.59213, 3.43850], [2.44617, -0.04189, -6.53958], [-1.00621, 8.57339, 3.48367], [-9.67924, 2.93706, 2.89543], [-0.54694, -3.24214, 5.32331], [-9.69211, -0.28927, 4.55809], [-0.71070, -2.65710, -7.34463], [6.45541, -5.07677, -10.12246], [1.46596, -0.48081, -6.72567], [0.11690, 6.48856, 0.88208], [4.44178, -0.63537, -7.39967], [1.58813, 1.46677, -7.82015], [3.05715, -0.80043, -8.53245], [1.00309, -1.72451, 10.08922], [-5.71368, 1.03752, 0.34954], [1.88549, -4.58658, 11.02479], [8.19871, -3.12500, -8.48709], [4.52634, -2.96691, -5.51085], [-9.68856, 0.64922, 6.50202], [-9.65828, 3.06692, 1.81339], [-1.21679, -3.13770, -8.18189], [-0.64657, -4.20665, 8.04988], [4.22002, -5.25348, -6.72102], [-0.19719, 7.57028, -1.47760], [-5.20784, 2.41691, 1.11991], [4.00191, 1.57037, -8.20498], [-10.40294, 0.55312, 2.70669], [-1.99891, -3.70586, -5.97228], [6.32027, -3.52440, -7.14587], [-1.37649, -2.66669, 8.61761], [-1.94586, 7.31807, -1.47783], [-9.40206, 3.92002, 3.27630], [1.26226, -2.25540, -8.79196], [-0.78914, -2.63759, 4.44927], [1.34860, -4.00153, 6.07139], [1.80275, 8.01607, 1.67997], [4.65339, -7.64947, -3.85945], [-0.61022, -4.23161, 4.87049], [1.79455, 1.96942, -6.20454], [-0.60570, 5.94196, 5.35326], [-0.46065, 9.35047, 4.01903], [-0.59538, 9.21891, 0.36062], [-10.54318, -0.97027, 4.56325], [4.30102, 1.86862, -6.53862], [0.99017, 9.64091, 1.73516], [5.04695, -5.31494, -4.29144], [6.24477, -1.95462, -7.96690], [0.09649, -0.57050, 8.41287], [-1.74445, 8.99281, 2.80016], [-8.67946, 2.82651, 5.27526], [1.01359, 5.94520, 2.81851], [-10.78842, 1.44423, 5.28073], [-2.45601, -3.85591, 6.43466], [-1.31302, 8.05832, 5.36454], [-0.44563, -1.60389, -7.43742], [4.68620, -4.36422, -8.77811], [-0.36881, -0.75524, 6.70628], [3.46474, -5.26797, -3.75664], [-2.66155, 7.35129, 4.25977], [-2.61000, -2.09796, -6.50574], [2.87235, -0.14611, -5.54178], [3.13442, -7.71092, -4.75825], [-2.17355, 8.53245, 0.66615], [3.07434, -3.42979, 10.57841], [1.25825, -0.59062, 7.05166], [-1.41982, -2.15417, -5.34284], [1.50004, -4.18318, 8.45363], [4.71729, -7.39509, -5.53439], [3.45153, 3.16067, -7.62372], [-1.33283, 5.42298, 3.84082], [1.81370, 9.06003, 3.12494], [7.12323, -2.64856, -9.81001], [1.36241, -2.30263, 5.49961], [2.83620, -2.95970, -5.23221], [-8.82774, -0.88029, 4.86087], [-7.63106, 3.25528, 1.09086], [0.44696, -4.52521, -7.09068], [7.19175, -5.43075, -8.67335], [1.01963, 7.00111, 4.23103], [8.20005, -5.08207, -10.05792], [2.59196, -5.23898, -6.16793], [-6.81021, 2.75437, 3.25200], [-2.09167, -2.11600, 6.44815], [4.75097, -2.86413, -9.59372], [0.01240, -3.11816, 10.35226], [-8.87420, -0.06851, 2.49627], [-8.10380, 1.57978, 0.76923], [1.95028, -3.89452, -8.91173], [-7.75510, 1.33649, 5.25663], [0.94759, -3.16363, -6.07401], [-10.72404, 2.89928, 3.20374], [2.11983, -3.11767, 11.94017], [2.30643, -2.46831, 8.36800], [-1.53330, 6.53457, 1.48183], [-6.80720, 1.01675, 3.10432], [-6.04133, 2.62294, -0.44315], [-1.22249, 8.92984, -1.78496]],
  "forces_ev_per_angstrom": [[1.470, 5.613, -1.121], [2.374, 0.020, 0.278], [0.242, -2.953, -0.917], [-0.333, 0.092, 0.773], [0.749, -0.794, 1.360], [-0.488, -1.642, 0.681], [-0.157, 0.686, -0.165], [0.128, -1.949, 0.630], [-1.409, -0.015, -0.387], [-0.028, 0.952, -0.016], [-0.810, -0.159, 0.300], [0.362, -0.225, -3.157], [-1.445, 0.716, 1.810], [-0.722, -1.161, -0.865], [-0.184, -1.926, 0.018], [-2.979, 0.397, -0.334], [0.327, -0.800, 0.433], [-2.664, -0.098, 0.027], [-0.115, 0.605, -0.661], [0.130, 2.588, -0.523], [1.435, -0.616, 0.286], [0.337, -0.850, -1.649], [0.673, 0.372, -0.441], [0.526, 0.341, -1.452], [-0.034, 0.102, -1.924], [0.548, 0.317, -0.295], [0.215, 0.420, 0.091], [-0.381, 0.204, 1.052], [-0.997, 0.141, 0.580], [0.522, -1.867, -2.586], [-0.739, 1.082, -0.226], [-0.232, 0.628, 0.558], [0.330, 0.316, -0.017], [1.282, -0.295, -0.355], [-1.185, -0.218, 1.423], [0.961, 1.290, 0.396], [0.801, 0.661, -1.399], [0.357, 0.899, 0.346], [0.695, 0.423, 0.028], [0.827, 0.284, 1.947], [-0.393, -1.363, -0.371], [-0.551, -0.185, 0.631], [0.519, -0.656, 0.468], [0.181, -0.807, 1.174], [-0.004, -0.439, 0.763], [0.997, 0.123, 0.688], [0.298, 0.472, -1.703], [-0.766, 0.774, 2.144], [-0.494, -1.672, 0.358], [-0.590, -1.490, -0.698], [0.621, -0.197, -0.945], [0.556, 2.191, 2.045], [0.661, -0.114, -1.664], [-0.100, -0.199, -2.118], [0.730, 0.671, 0.413], [-2.002, -1.052, 0.951], [0.396, 0.717, -0.314], [0.193, -0.678, 0.554], [-0.115, 0.519, -0.418], [-0.189, -0.159, 0.997], [0.152, 0.330, -0.027], [-0.012, 0.509, -0.130], [0.147, -0.059, -0.331], [0.209, 1.046, -0.385], [0.232, 0.051, 0.508], [-0.431, -0.137, -0.415], [-0.375, 0.024, -0.155], [-0.033, 0.107, -0.042], [0.271, 0.012, -0.082], [-0.294, 0.381, 0.043], [0.179, -0.759, 0.117], [0.330, 0.679, -0.635], [-0.276, -0.031, 0.171], [0.246, -0.250, 0.044], [0.006, -0.142, -0.006], [0.038, 0.624, -0.052], [0.276, 0.384, -0.315], [-0.059, 0.875, 0.291], [-0.233, 0.075, 0.041], [-0.227, 0.052, 0.317], [0.251, -0.028, -0.092], [0.052, 0.086, -0.147], [0.764, -0.173, 0.263], [0.212, -0.010, -0.158], [0.398, 0.714, 0.473], [0.028, 0.206, 0.211], [0.427, 0.590, -0.194], [-0.252, 0.299, 0.318], [0.136, -0.249, 0.383], [0.057, -0.006, 0.219], [0.566, -0.191, -0.354], [0.006, -0.033, -0.354], [0.298, -0.189, 0.930], [-0.062, 0.267, -0.396], [0.259, 0.933, 0.113], [-0.493, -0.470, -0.219], [0.277, 0.026, -0.371], [-0.055, 0.151, 0.565], [0.068, -0.600, 0.070], [0.167, 0.417, 0.213], [-0.155, -0.087, 0.210], [-0.689, -0.507, 0.221], [-0.167, -0.230, 0.333], [0.160, 0.052, -0.030], [-1.218, -0.569, 0.592], [-0.011, -0.003, -0.892], [-0.951, -0.118, 0.330], [-0.345, -0.425, 0.197], [-0.419, -0.264, 0.062], [0.000, 0.681, 0.446], [-0.231, -0.403, -0.411], [-0.594, 0.054, 0.174], [-0.057, 0.291, -0.097], [-0.002, 0.077, 0.014], [-0.036, 0.209, -0.449], [0.378, -0.242, 0.447], [0.518, -0.267, 0.204], [0.569, 0.211, -0.582], [-0.237, -0.400, -0.331], [0.446, -0.055, 0.410], [-0.739, 0.222, 0.254], [-0.535, -0.670, 0.528], [0.638, 0.039, -0.480], [0.384, -0.174, 0.313], [-0.112, -0.117, 0.209], [0.120, 0.093, -0.056], [-0.275, -0.049, 0.067], [-0.276, 0.059, 0.239], [0.394, -0.249, 0.303], [0.864, 0.220, -0.475], [0.061, 0.427, 0.064], [-0.148, -0.315, 0.201], [-0.060, 0.060, 0.074], [-0.322, -0.105, -0.264], [-0.877, 0.340, -0.173], [-0.088, -0.319, -0.629], [0.255, -0.342, 0.229], [-0.047, 0.032, -0.226], [-0.636, -0.268, 0.078], [0.090, -0.055, -0.115], [0.142, -0.066, -0.069], [0.188, -1.100, 0.240], [-0.559, 0.179, -0.049], [0.730, -0.996, 0.223], [0.305, -0.062, 0.961], [0.167, -0.157, -0.597], [0.108, -0.225, 0.065], [-0.318, 0.039, 0.328]],
  "mulliken_charge": [1.131, 1.187, 0.979, -0.397, -0.374, -0.339, -0.356, -0.317, -0.356, -0.375, -0.382, -0.344, -0.378, -0.376, -0.327, 0.421, 0.163, 0.257, -0.544, -0.533, -1.448, -0.784, -1.276, -0.706, -0.398, -1.034, -1.132, -1.571, -0.788, -0.658, -0.726, -0.520, -1.425, -0.606, -0.297, -0.782, -0.735, -0.518, -0.481, -1.071, -1.169, -0.645, -0.409, -1.396, -1.369, -0.149, -0.608, -0.379, -1.292, -0.960, -1.068, -0.676, -0.305, -0.640, -1.088, -0.571, -0.603, -0.356, 0.310, -0.175, 0.519, 0.787, 0.342, 0.442, 0.302, 0.372, 0.366, 0.364, 0.689, 0.373, 0.361, 0.336, 0.443, 0.242, 0.371, 0.349, 0.273, 0.327, 0.358, 0.288, 0.359, 0.346, 0.420, 0.575, 0.351, 0.362, 0.396, 0.386, 0.326, 0.438, 0.434, 0.455, 0.201, 0.325, 0.315, 0.384, 0.352, 0.121, 0.335, 0.208, 0.341, 0.562, 0.283, 0.427, 0.319, 0.243, 0.467, 0.418, 0.387, 0.313, 0.416, 0.451, 0.317, 0.392, 0.389, 0.403, 0.355, 0.364, 0.329, 0.392, 0.315, 0.403, 0.335, 0.317, 0.905, 0.316, 0.346, 0.568, 0.337, 0.336, 0.361, 0.172, 0.480, 0.310, 0.662, 0.268, 0.442, 0.396, 0.620, 0.411, 0.238, 0.411, 0.389, 0.411, 0.298, 0.420, 0.351, 0.382],
  "max_force_ev_per_a": 5.9,
  "charge": 2,
  "gap_ev": 6.502
}